Molecular formula: C17H68O17
Method: DFT, ωB97M-V/def2-TZVPD

Computed properties:
orbital gap = 9.46 eV

ORCA input file:
```
! RIJCOSX wB97M-V def2-TZVPD def2/J DEFGRID3
* xyz 0 1
C -9.70 14.50 0.27
O -10.95 14.27 -0.42
H -9.78 14.51 1.36
H -8.98 13.71 0.05
H -9.35 15.45 -0.14
H -10.78 14.20 -1.36
C -11.27 18.73 2.40
O -12.48 18.83 1.65
H -11.07 19.71 2.84
H -11.25 17.96 3.16
H -10.41 18.48 1.78
H -12.58 17.96 1.24
C -9.77 19.03 5.62
O -9.22 20.28 5.38
H -9.22 18.25 5.10
H -9.66 18.82 6.68
H -10.82 18.91 5.34
H -9.96 20.88 5.49
C -8.75 19.78 -0.93
O -8.68 18.35 -0.92
H -9.05 20.05 -1.94
H -9.49 20.27 -0.30
H -7.78 20.25 -0.74
H -9.41 17.97 -1.42
C -3.22 17.23 2.86
O -2.78 17.18 4.23
H -2.45 17.62 2.19
H -3.38 16.21 2.51
H -4.15 17.78 2.67
H -1.95 16.70 4.20
C -5.23 18.37 0.01
O -6.06 17.29 -0.51
H -5.65 18.68 0.96
H -4.19 18.06 0.00
H -5.38 19.28 -0.58
H -6.87 17.68 -0.85
C -7.15 21.52 2.52
O -6.45 22.52 1.85
H -8.22 21.47 2.31
H -6.78 20.53 2.27
H -7.00 21.61 3.60
H -5.56 22.18 1.75
C -7.63 15.49 6.65
O -6.90 16.56 7.23
H -7.11 14.53 6.57
H -8.53 15.25 7.21
H -8.05 15.70 5.67
H -6.05 16.52 6.79
C -6.57 13.14 3.91
O -7.32 13.97 3.04
H -6.06 12.40 3.29
H -5.77 13.68 4.41
H -7.25 12.65 4.61
H -6.74 14.27 2.33
C -10.12 12.35 3.81
O -11.46 12.49 4.35
H -9.65 13.31 3.61
H -9.52 11.94 4.62
H -10.15 11.73 2.91
H -11.39 13.24 4.94
C -3.72 15.37 7.04
O -4.53 16.12 6.12
H -3.41 14.45 6.54
H -2.91 15.99 7.41
H -4.20 15.04 7.96
H -3.96 16.66 5.57
C -3.50 21.53 2.74
O -4.08 21.45 1.51
H -4.15 21.03 3.46
H -2.50 21.10 2.77
H -3.41 22.56 3.07
H -3.32 21.40 0.93
C -5.67 19.14 5.42
O -6.49 20.15 6.00
H -4.94 18.77 6.14
H -6.33 18.30 5.22
H -5.17 19.36 4.48
H -7.41 20.07 5.77
C -12.96 15.73 2.15
O -12.71 16.25 0.88
H -13.25 14.68 2.22
H -12.03 15.80 2.72
H -13.66 16.37 2.68
H -12.09 15.71 0.39
C -5.54 14.12 0.19
O -5.67 15.05 1.26
H -4.53 13.74 -0.01
H -5.99 13.14 0.33
H -5.96 14.51 -0.73
H -5.70 15.91 0.81
C -11.24 15.51 5.66
O -11.54 14.29 6.32
H -10.45 15.36 4.92
H -12.16 15.71 5.12
H -10.84 16.27 6.33
H -12.01 14.35 7.15
C -7.65 17.34 2.50
O -8.55 16.59 3.36
H -6.61 17.18 2.77
H -7.75 17.03 1.46
H -7.83 18.41 2.61
H -8.16 15.71 3.38
*
```